No. 1
Here is a structure of composition C17H30FeN7OS2 from OMol25. Energies are from ωB97M-V/def2-TZVPD.

Properties
HOMO-LUMO gap (alpha / beta): 7.7 / 7.7 eV
energy above the lowest of the compared OMol25 structures with the same formula, charge and spin: 0.155 eV
LUMO level (alpha / beta): -2.65 / -2.72 eV
HOMO energy (alpha / beta): -10.32 / -10.41 eV

Geometry as ORCA input:
```
! RIJCOSX wB97M-V def2-TZVPD def2/J DEFGRID3
* xyz 1 5
Fe -0.72070 0.17304 -0.48758
C -3.10271 -4.85522 2.05273
C -3.66952 -3.45006 2.18111
N -3.59301 -2.66799 0.95023
C -2.46916 -2.10348 0.49013
S -2.63789 -1.06024 -0.92123
N -1.33683 -2.41799 1.09303
N -0.30071 -1.69861 0.57290
C 0.89362 -2.13369 0.71241
C 1.26824 -3.41061 1.39236
C 1.91973 -1.26046 0.08937
C 3.27760 -1.52377 0.20038
C 4.18305 -0.69197 -0.43829
C 3.71019 0.38424 -1.17020
C 2.34076 0.58768 -1.22218
N 1.46591 -0.20991 -0.61072
H -3.28208 -5.40944 2.97465
H -2.03161 -4.82498 1.86683
H -3.58408 -5.39125 1.23386
H -3.16547 -2.90026 2.97769
H -4.72761 -3.50360 2.43486
H -4.44408 -2.35185 0.51800
H 0.37088 -3.98505 1.59658
H 1.77970 -3.22356 2.34144
H 1.94019 -4.00223 0.76837
H 3.61670 -2.37523 0.77388
H 5.24535 -0.88963 -0.37153
H 4.38024 1.04980 -1.69638
H 1.91415 1.41582 -1.77350
C 2.93866 2.75278 1.53878
N 1.52486 2.54799 1.28569
C 0.75932 1.64390 1.90709
S -0.91566 1.52511 1.51275
N 1.34126 0.88898 2.83426
C 0.68745 -0.13158 3.64725
H 3.30361 3.51741 0.85943
H 3.51089 1.83894 1.36097
H 3.11389 3.10132 2.55920
H 1.05443 3.08536 0.57690
H 2.30229 1.09010 3.05915
H -0.33775 -0.25269 3.30984
H 0.69472 0.16241 4.69533
H 1.21555 -1.07700 3.53406
C -0.95990 4.27939 -2.27483
N -1.30886 3.22701 -3.23064
C -1.88465 3.60805 -4.52577
C -1.03937 1.97072 -2.90684
C -1.44151 0.83533 -3.80086
O -0.45908 1.72299 -1.81868
H -1.50214 5.18142 -2.54146
H 0.11030 4.48995 -2.29591
H -1.24011 3.97582 -1.26956
H -1.91125 4.69179 -4.57580
H -2.90226 3.23650 -4.63297
H -1.27787 3.24823 -5.35367
H -1.81862 1.13206 -4.77319
H -2.21454 0.26379 -3.28191
H -0.58449 0.17441 -3.92782
*
```

Atom charges from the Löwdin analysis, given in e for atoms 1 to 8: atom 1 (Fe): 0.371, atom 2 (C): -0.087, atom 3 (C): -0.237, atom 4 (N): -0.019, atom 5 (C): -0.767, atom 6 (S): 0.625, atom 7 (N): 0.025, atom 8 (N): -0.073

No. 2
Here is a cluster of 2 separate species, C4H11NO in total in a non-equilibrium geometry from OMol25. Energies are from ωB97M-V/def2-TZVPD.

Properties
HOMO-LUMO gap: 10.5 eV
energy above the lowest of the compared OMol25 structures with the same formula, charge and spin: 1.774 eV
LUMO level: 0.92 eV
HOMO energy: -9.60 eV
SMILES string: C=CN.CCO

Geometry as ORCA input:
```
! RIJCOSX wB97M-V def2-TZVPD def2/J DEFGRID3
* xyz 0 1
C 2.86646 1.40224 0.83520
C 1.64946 0.92966 0.67888
N 1.20106 -0.38885 1.14370
H 3.14744 2.39849 0.51394
H 3.70003 0.81605 1.18340
H 0.82883 1.51362 0.27132
H 1.78133 -1.04919 0.62841
H 1.45034 -0.48940 2.11934
C -2.22103 -1.48229 -1.52891
C -1.59447 -0.14251 -1.12469
O -1.57871 0.02517 0.28385
H -2.58289 -1.32734 -2.54833
H -3.02272 -1.71650 -0.83699
H -1.50094 -2.30134 -1.49089
H -0.60197 -0.04442 -1.56766
H -2.26408 0.63436 -1.49908
H -0.71102 -0.24584 0.65744
*
```

Atom charges from the Löwdin analysis, given in e for atoms 1 to 8: atom 1 (C): -0.001, atom 2 (C): -0.251, atom 3 (N): -0.001, atom 4 (H): 0.053, atom 5 (H): 0.054, atom 6 (H): 0.093, atom 7 (H): 0.084, atom 8 (H): 0.080

No. 3
Here is the molecule C3H4BrNO in a non-equilibrium geometry from OMol25. Energies are from ωB97M-V/def2-TZVPD.

Properties
HOMO-LUMO gap (alpha / beta): 9.0 / 6.4 eV
energy above the lowest of the compared OMol25 structures with the same formula, charge and spin: 6.495 eV
LUMO level (alpha / beta): 0.30 / -1.02 eV
HOMO energy (alpha / beta): -8.69 / -7.41 eV

Geometry as ORCA input:
```
! RIJCOSX wB97M-V def2-TZVPD def2/J DEFGRID3
* xyz 0 1
C -0.40175 -0.10175 1.30310
C 0.80473 0.32140 1.24716
C 0.33370 -0.37584 -1.58926
N -0.90779 -0.06708 -1.11544
O -1.19026 -0.55324 0.20800
Br 2.13446 1.04497 2.39288
H -1.18703 -0.11348 2.16030
H 0.75597 0.14653 -2.39726
H 0.72314 -1.18371 -1.09147
H -1.06515 0.88219 -1.11801
*
```

Atom charges from the Löwdin analysis, given in e for atoms 1 to 8: atom 1 (C): -0.311, atom 2 (C): -0.560, atom 3 (C): 0.075, atom 4 (N): -0.041, atom 5 (O): -0.137, atom 6 (Br): 0.622, atom 7 (H): 0.152, atom 8 (H): 0.063

No. 4
Here is a structure of composition C51H63AsBClN6O4W in a non-equilibrium geometry from OMol25. Energies are from ωB97M-V/def2-TZVPD.

Properties
HOMO-LUMO gap: 3.9 eV
energy above the lowest of the compared OMol25 structures with the same formula, charge and spin: 1.207 eV
LUMO level: -8.33 eV
HOMO energy: -12.20 eV

Geometry as ORCA input:
```
! RIJCOSX wB97M-V def2-TZVPD def2/J DEFGRID3
* xyz 2 1
W -0.29930 -0.57240 -0.30210
C 4.47210 2.23210 -0.17810
C 3.70050 0.97010 -0.10320
C 4.19280 -0.32150 -0.08860
C 3.08840 -1.16670 -0.02670
N 1.95520 -0.42200 -0.00890
N 2.35640 0.89720 -0.05270
B 1.35790 2.06930 -0.04480
N 0.46210 1.90180 1.20740
N 0.28890 0.66860 1.78550
C -0.11970 0.88560 3.05420
C -0.29810 2.25660 3.25090
C 0.08540 2.86650 2.07070
C 0.09950 4.31200 1.75080
C -0.11590 -0.16680 4.13570
C -1.52230 -0.63210 4.52780
C 0.70530 -1.36510 3.66380
C 0.56490 0.45290 5.36670
N 0.56560 1.98050 -1.37650
N 0.30920 0.72400 -1.87850
C 0.00920 0.87360 -3.19160
C 0.02020 2.23160 -3.50590
C 0.38590 2.90030 -2.34840
C 0.57530 4.35710 -2.16800
C -0.00340 -0.30200 -4.13370
C -1.08340 -1.33140 -3.78400
C 1.37600 -0.96860 -3.98910
C -0.20170 0.16720 -5.57550
C 3.13000 -2.67310 0.01640
C 2.69910 -3.24030 -1.34300
C 2.16270 -3.18460 1.08750
C 4.54830 -3.16100 0.33780
H 5.53220 2.00200 -0.22150
H 4.28510 2.86080 0.68980
H 4.20160 2.79720 -1.06760
H 5.22310 -0.59980 -0.10820
H 1.91150 3.10400 0.00750
H -0.63210 2.75000 4.14050
H -0.33530 4.86870 2.57530
H -0.47030 4.50910 0.84490
H 1.11840 4.66090 1.59640
H -1.98430 -1.22620 3.73070
H -2.16590 0.21160 4.76240
H -1.45460 -1.25820 5.41330
H 0.28090 -1.75750 2.73230
H 0.69180 -2.15090 4.41410
H 1.73660 -1.06530 3.49090
H -0.06840 1.20680 5.82440
H 1.51050 0.91500 5.09290
H 0.76450 -0.31760 6.10610
H -0.20070 2.67760 -4.45210
H 0.46650 4.86420 -3.12250
H 1.56470 4.57330 -1.77240
H -0.15970 4.75820 -1.47310
H -0.89090 -1.78700 -2.80430
H -1.07800 -2.12630 -4.52630
H -2.07370 -0.87940 -3.78600
H 1.56200 -1.20370 -2.93670
H 2.16910 -0.31570 -4.34770
H 1.40240 -1.88940 -4.56530
H -1.18670 0.60870 -5.70460
H -0.11810 -0.68620 -6.24360
H 0.55500 0.89470 -5.85840
H 1.65240 -2.98010 -1.53330
H 2.79310 -4.32440 -1.33410
H 3.32120 -2.84830 -2.14380
H 1.14850 -2.82750 0.84440
H 2.45620 -2.83210 2.07370
H 2.17170 -4.27310 1.08990
H 5.22950 -2.93030 -0.47650
H 4.53970 -4.24020 0.47330
H 4.92180 -2.70790 1.25300
O -0.15850 -2.17440 -0.86110
As -1.97790 -2.09290 0.91240
C -2.11760 -3.59080 2.35430
C -0.99230 -4.32050 2.72000
C -1.09990 -5.38940 3.59830
C -2.33480 -5.74390 4.11340
C -3.46100 -5.02600 3.74660
C -3.35970 -3.95600 2.86790
C -3.62020 -1.03620 1.35250
C -3.43920 0.23200 1.89910
C -4.52030 1.06100 2.14720
C -5.80420 0.62930 1.86070
C -5.99690 -0.64210 1.34590
C -4.91810 -1.47020 1.08090
C -2.67510 -3.29910 -0.48800
C -3.56350 -2.85570 -1.46680
C -3.93700 -3.68490 -2.51100
C -3.42050 -4.96780 -2.60150
C -2.53710 -5.42080 -1.63330
C -2.17300 -4.59930 -0.58090
H -0.01980 -4.06630 2.31850
H -0.21310 -5.94170 3.87160
H -2.41650 -6.57760 4.79360
H -4.42980 -5.29970 4.13730
H -4.25010 -3.40340 2.59250
H -2.43870 0.57800 2.14430
H -4.35240 2.04020 2.56910
H -6.64880 1.27500 2.04360
H -6.99650 -0.99340 1.14850
H -5.07740 -2.46120 0.66760
H -3.95400 -1.84630 -1.42810
H -4.63660 -3.32730 -3.25360
H -3.70220 -5.61120 -3.42080
H -2.13730 -6.42060 -1.69840
H -1.48860 -4.96070 0.17820
C -7.01100 -1.07290 -1.78260
C -7.17950 0.37460 -1.45370
C -8.45490 0.88560 -1.29850
C -8.67040 2.24060 -1.06580
Cl -10.25990 2.84290 -0.87280
C -7.58330 3.11290 -1.00960
C -6.30460 2.61920 -1.14540
C -6.07400 1.25280 -1.33520
O -4.83480 0.69960 -1.39970
C -3.70500 1.54930 -1.29620
C -2.48440 0.76760 -0.90220
O -1.64460 1.21430 -0.02050
O -2.17390 -0.41470 -1.31000
H -7.70540 -1.68040 -1.20830
H -5.99770 -1.41080 -1.60560
H -7.24560 -1.23300 -2.83500
H -9.30020 0.21840 -1.36430
H -7.74380 4.16770 -0.86090
H -5.48890 3.32070 -1.10650
H -3.83680 2.30710 -0.51490
H -3.54570 2.04670 -2.26880
*
```

Atom charges from the Löwdin analysis, given in e for atoms 1 to 8: atom 1 (W): 1.843, atom 2 (C): 0.009, atom 3 (C): -0.221, atom 4 (C): 0.069, atom 5 (C): -0.186, atom 6 (N): 0.005, atom 7 (N): 0.035, atom 8 (B): -0.504

No. 5
Here is a structure of composition C16H34O3P2PbS in a non-equilibrium geometry from OMol25. Energies are from ωB97M-V/def2-TZVPD.

Properties
HOMO-LUMO gap (alpha / beta): 4.3 / 6.0 eV
energy above the lowest of the compared OMol25 structures with the same formula, charge and spin: 3.686 eV
LUMO level (alpha / beta): -10.59 / -8.90 eV
HOMO energy (alpha / beta): -14.87 / -14.87 eV

Geometry as ORCA input:
```
! RIJCOSX wB97M-V def2-TZVPD def2/J DEFGRID3
* xyz 2 1
P 1.93007 -1.59085 -0.95494
P 0.21249 1.54197 -0.67924
C 1.30466 -0.54979 -2.22770
C 1.42211 0.89318 -2.21388
H -1.42118 -0.63027 -1.76183
H 0.87904 -1.04616 -3.11804
H 2.40990 1.31354 -1.93671
H 1.04794 1.37035 -3.13382
C -0.19304 2.94098 -1.84204
H -0.86418 3.65186 -1.35016
H -0.67263 2.59678 -2.76322
H 0.73469 3.46180 -2.10196
C 0.84543 2.80985 0.53130
H 0.20470 3.69978 0.49063
H 1.87224 3.10220 0.25914
H 0.83369 2.41960 1.55659
C 0.75860 -3.00584 -0.89458
H 0.94129 -3.60582 0.00749
H 0.94550 -3.62849 -1.78094
H -0.28298 -2.66341 -0.89554
C 3.44981 -2.39485 -1.62499
H 4.27864 -1.67934 -1.71143
H 3.20441 -2.78739 -2.62322
H 3.74962 -3.22236 -0.96672
Pb 2.69928 0.10812 0.75358
C -1.93659 1.21008 -0.76388
C -2.09560 0.22701 -1.89521
C -3.53632 -0.26864 -2.11134
C -4.08968 -1.22312 -1.02927
C -3.08285 -2.11940 -0.36332
C -2.14069 -1.80118 0.53518
C -1.85881 -0.49342 1.20809
C -2.44532 0.80056 0.59985
C 2.73813 -1.91615 1.81038
H -2.33068 2.20178 -1.02646
H -1.77101 0.69504 -2.83931
H -3.55758 -0.80749 -3.07028
H -4.21257 0.58961 -2.22219
H -4.67732 -0.66252 -0.28549
H -4.79962 -1.89058 -1.54403
H -3.20165 -3.17892 -0.62521
H -1.54344 -2.61909 0.96326
H -0.77071 -0.37824 1.35572
H -2.23242 -0.54368 2.24875
H -3.54064 0.73390 0.59005
H -2.19773 1.61580 1.30157
H 3.32438 -1.72319 2.72021
H 3.21019 -2.72326 1.23468
H 1.72279 -2.20871 2.10257
C 1.64984 2.51796 4.33306
S 2.01916 0.86047 3.75119
O 3.34961 0.96851 3.05654
O 1.99955 -0.03822 4.88328
O 0.97975 0.55964 2.70101
H 2.15316 2.65553 5.29604
H 0.56473 2.60500 4.45859
H 2.01980 3.24948 3.60822
*
```

Atom charges from the Löwdin analysis, given in e for atoms 1 to 8: atom 1 (P): 0.730, atom 2 (P): 1.032, atom 3 (C): -0.310, atom 4 (C): -0.295, atom 5 (H): 0.086, atom 6 (H): 0.121, atom 7 (H): 0.081, atom 8 (H): 0.098

No. 6
Here is the molecule C5H5N3 in a non-equilibrium geometry from OMol25. Energies are from ωB97M-V/def2-TZVPD.

Properties
HOMO-LUMO gap: 10.3 eV
energy above the lowest of the compared OMol25 structures with the same formula, charge and spin: 0.973 eV
LUMO level: 0.77 eV
HOMO energy: -9.48 eV
SMILES string: C1=Cn2cnnc2C1

Geometry as ORCA input:
```
! RIJCOSX wB97M-V def2-TZVPD def2/J DEFGRID3
* xyz 0 1
C -2.05795 0.12600 0.00870
C -1.24264 1.23526 -0.07988
N 0.08653 0.66738 -0.04747
C 1.39856 1.00546 0.04451
N 2.12256 -0.09539 0.08551
N 1.27468 -1.17672 -0.06659
C 0.09688 -0.65035 -0.07652
C -1.30682 -1.16767 0.04239
H -3.13738 0.13811 0.27894
H -1.30738 2.27935 0.07772
H 1.66246 2.01759 0.04481
H -1.47105 -1.76082 -0.81435
H -1.46112 -1.73335 0.97746
*
```

Atom charges from the Löwdin analysis, given in e for atoms 1 to 8: atom 1 (C): -0.055, atom 2 (C): 0.030, atom 3 (N): -0.026, atom 4 (C): -0.141, atom 5 (N): 0.014, atom 6 (N): 0.072, atom 7 (C): -0.380, atom 8 (C): -0.082